[1]
17
Properties=species:S:1:pos:R:3 method="wB97M-V/def2-TZVPD" homo_energy_ha="-0.118 / -0.400" total_charge=0 multiplicity=2 relative_energy_kj_mol=81.0 lumo_ha="0.03445 / 0.02342" homo_lumo_gap_ha="0.1521 / 0.4234"
H -0.4961 0.3472 2.5813
H -0.9496 0.6241 -0.3133
H -2.1275 -0.1444 0.6679
H 1.4143 -0.2749 -2.2418
H 1.7538 -1.2839 -0.8231
H -1.4856 1.6174 1.9765
H 1.7532 -2.0229 -2.3832
N -1.0950 0.1340 0.5955
H -0.4661 -2.0662 -2.3370
C 0.6109 1.7776 1.3601
H 0.3314 2.6398 0.7606
H -0.6089 -0.7786 0.5339
H 1.0516 2.1648 2.2768
O -0.1299 -1.5508 -1.5939
C -0.6330 0.9920 1.7210
C 1.2432 -1.2610 -1.7867
H 1.2999 1.1765 0.7871

[2]
23
Properties=species:S:1:pos:R:3 method="wB97M-V/def2-TZVPD" homo_energy_ha=-0.322 total_charge=0 relative_energy_kj_mol=49.9 lumo_ha=0.00408 homo_lumo_gap_ha=0.3257
C -1.3089 -1.0214 -0.8614
H 3.7799 0.9192 -0.8714
H -2.9684 -2.9596 -2.2097
H -1.9148 -2.4310 0.5767
H -1.2707 -0.8488 -2.0039
C 1.1758 2.4280 0.4913
H 1.6328 4.6907 3.0575
S 1.6408 0.8578 1.2657
H -1.8619 -0.2658 -0.3081
H -3.2731 -3.8750 -0.5959
H -3.8174 -2.2219 -0.9753
C -1.7383 -2.4113 -0.4157
Si 0.8522 -0.7989 0.0411
C 1.7367 3.4645 1.2902
C -2.9907 -2.9520 -1.0804
H 0.2101 3.5743 2.6346
S 2.4214 -1.2859 -1.4681
H -0.8076 -3.1451 -0.4916
S 3.2073 0.6032 -2.0510
O 0.5564 2.3657 -0.4992
Cl 0.9526 -2.4004 1.2640
C 1.1754 3.9294 2.3764
H 2.6105 3.7843 0.8342

[3]
25
Properties=species:S:1:pos:R:3 method="wB97M-V/def2-TZVPD" homo_energy_ha=-0.155 total_charge=-1 lumo_ha=0.12403 homo_lumo_gap_ha=0.2786
H -1.4098 2.2752 -1.0022
H -0.6321 1.6978 0.5278
C 0.9651 -3.1644 0.3421
H 0.7978 -3.1359 2.4580
N 1.5519 -3.4148 -0.6278
C -2.1241 0.2579 -0.1792
H 0.0233 -1.7675 1.6312
H 0.1376 0.9903 -2.4550
H -2.8036 1.9212 0.8417
H -2.5835 -0.1769 -1.1117
B 2.5599 0.5745 0.0461
H 0.3173 -0.3395 -1.2127
C 1.5640 1.5571 -0.8382
H -0.7371 -3.3745 1.5945
H -4.0475 0.9877 0.2337
H 2.7046 1.0437 1.1548
C 0.2139 -2.8405 1.5861
H -1.6387 -0.5797 0.4052
H 3.6006 0.4898 -0.5393
C 0.2304 0.7786 -1.3392
H 2.1059 -0.5374 0.1943
N -3.1368 0.9605 0.6933
H 2.0595 2.0185 -1.7545
H 1.2727 2.4235 -0.1494
C -0.9911 1.3546 -0.4996

[4]
89
Properties=species:S:1:pos:R:3 method="wB97M-V/def2-TZVPD" homo_energy_ha=-0.342 total_charge=0 smiles="CC(=O)N(C)C1=C(S(=O)(=O)C(F)(F)F)C(=O)c2c(OC[C@@H](C)CC(C)C)c(S)c(O)c(S)c2C1=O.CCOCC.CCOCC" lumo_ha=-0.07383 homo_lumo_gap_ha=0.2679
C -2.6354 5.5090 -0.1626
H -4.5755 1.2226 1.4220
C 1.3858 -3.6694 -1.0412
C 1.5098 -0.2632 2.4476
H -3.0190 6.1767 -0.9346
H -4.2703 -6.8648 -0.6157
S -1.4746 -7.2658 -0.5591
C -0.7376 -2.3343 1.2077
H -0.1561 -2.2908 -5.2424
C 0.6551 -2.1430 -4.5391
H -1.3162 0.2840 -1.5202
H -3.3178 0.7351 2.5511
C 1.2384 -3.6979 -2.5840
O -0.5546 1.3365 2.4401
H 3.6570 3.0791 -0.6610
O 5.3912 3.8161 0.0209
H -0.5558 6.6876 3.4127
H 2.9271 -2.1794 -0.8510
C -2.9155 -2.9776 0.1068
F 2.1680 0.8258 2.8216
H -0.8404 4.3334 1.4647
C 2.8314 -3.2554 -0.7085
C -1.1406 -4.6370 0.2942
C -2.1255 0.9365 -1.8348
H 3.5364 -3.7190 -1.3897
H 4.5069 1.9836 0.4106
H 0.8960 -4.6725 -2.9316
H 7.1222 4.5386 0.7187
H 3.9106 3.4955 2.3668
H -4.0339 6.1475 1.3318
S -5.3920 -3.5831 -1.0918
C 6.8787 2.5738 1.5419
H -0.3465 6.8213 1.6680
H 2.0005 -5.3771 0.1005
H 0.2015 -1.8007 -2.4413
H 0.7720 5.8351 2.6066
S 0.0305 0.4109 1.5244
H 5.8646 4.4431 1.9364
O -4.1255 1.7712 -0.8948
C -2.3160 -0.5507 0.6901
H -1.5611 5.4012 -0.3213
H -3.2801 2.3525 1.8803
H 1.5548 -2.6252 -4.9111
O 0.2464 -2.6621 1.8156
H -1.4778 -3.4616 -2.1777
H 2.4880 2.9091 1.5091
H 0.8839 -1.0812 -4.4895
C 0.2593 -2.6430 -3.1321
O -2.5396 5.2019 2.2738
C -1.1535 4.9128 2.3408
H -5.1113 -3.5893 -2.4028
H -2.5359 7.0576 1.3447
H -1.0375 4.2567 3.2035
F 1.1028 -0.8933 3.5445
H 2.1982 -3.5004 -3.0499
O 0.5607 0.9376 0.2998
C -3.0926 1.2035 -0.7176
H 3.0905 -3.4671 0.3253
C -1.1624 -3.2180 -3.1908
H 0.8590 -5.7703 -1.1510
C -1.6143 -3.3317 0.5292
C -2.9539 6.0522 1.2186
H 3.0680 4.5614 1.2452
O 0.1131 -5.0121 0.6620
C 6.3129 3.9098 1.0902
N -2.6564 0.8163 0.5757
O -4.0695 -6.1899 -1.2773
C 1.0932 -5.0353 -0.3835
C 3.3779 3.5291 1.4150
C -3.2746 -5.2524 -0.6864
C -0.2716 6.1374 2.5145
C 4.2342 3.0352 0.2624
H -0.7838 -7.4199 0.5782
H -1.1826 -4.1379 -3.7701
C -3.7383 -3.9372 -0.5046
F 2.2862 -1.0242 1.7133
H -2.6397 0.5095 -2.6866
C -3.5228 1.3190 1.6594
C -1.1039 -0.9105 1.1111
H 7.6146 2.7273 2.3320
H -1.6724 1.8903 -2.0856
H 7.3639 2.0643 0.7081
C -1.9765 -5.5959 -0.3003
H 6.1051 1.9112 1.9319
H 0.7370 -2.8772 -0.6839
H -3.0903 4.5258 -0.2975
O -4.4824 -1.1979 0.3154
C -3.3530 -1.5809 0.3498
H -1.8468 -2.4883 -3.6116